(1)
DFT (the ωB97M-V functional and the def2-TZVPD basis) results for C32H50Cl3N6OSSi2Sn as an isolated structure.

Cartesian coordinates (Å):
Sn  -0.20278  0.19258  -0.55595
C  3.00688  -2.05120  2.09869
C  2.02440  -1.75003  1.01013
N  1.02054  -0.96159  1.16778
N  0.77190  -0.52617  2.44387
C  -0.36172  0.12878  2.48518
O  -1.10105  0.38392  1.47423
C  -0.82336  0.58117  3.82558
C  0.03142  0.55471  4.92516
C  -0.41889  0.97828  6.16335
C  -1.72517  1.42867  6.31574
C  -2.57900  1.46105  5.22312
C  -2.12646  1.04276  3.98043
C  2.10371  -2.50571  -0.26323
C  3.10647  -3.44669  -0.47909
C  3.04882  -4.23880  -1.61182
C  1.98666  -4.08057  -2.48719
C  1.04754  -3.10075  -2.20437
N  1.11114  -2.32140  -1.13164
H  2.64576  -1.65265  3.03984
H  3.17306  -3.12278  2.19667
H  3.96734  -1.58093  1.86999
H  1.04649  0.20686  4.79165
H  0.24892  0.96003  7.01448
H  -2.07458  1.75653  7.28547
H  -3.59392  1.81786  5.33800
H  -2.78090  1.08031  3.11893
H  3.92326  -3.55417  0.21844
H  3.81593  -4.97741  -1.80178
H  1.88546  -4.69439  -3.37083
H  0.19684  -2.94366  -2.85540
Cl  0.40898  6.04844  2.26397
C  -0.17242  4.53410  2.96668
Cl  -1.87577  4.68154  3.40682
Cl  0.80342  4.07911  4.35890
C  -0.04226  3.49381  1.93587
N  0.08741  2.76813  1.06003
C  3.49864  -0.21745  -1.91624
Si  2.14523  1.07436  -1.88396
C  1.49727  1.22946  -3.68773
C  2.68825  1.37763  -4.64825
C  0.74775  -0.05100  -4.06574
C  0.54528  2.40792  -3.89165
C  2.97322  2.61514  -1.08763
C  2.11446  3.88058  -1.04059
C  4.26333  2.97711  -1.83991
C  3.33560  2.20204  0.35096
H  4.37109  0.20182  -2.41914
H  3.20164  -1.11041  -2.46324
H  3.80842  -0.51848  -0.91765
H  3.38268  0.53979  -4.57340
H  3.24590  2.29597  -4.47432
H  2.31994  1.41139  -5.67799
H  1.40006  -0.92233  -4.02948
H  0.36112  0.03355  -5.08567
H  -0.10854  -0.23917  -3.40796
H  1.01354  3.36442  -3.66873
H  -0.34510  2.31253  -3.27390
H  0.22246  2.44063  -4.93704
H  1.89501  4.26557  -2.03508
H  2.66087  4.66395  -0.50466
H  1.17818  3.72224  -0.52076
H  4.06298  3.31486  -2.85545
H  4.97039  2.14968  -1.89020
H  4.75920  3.79909  -1.31543
H  2.45806  1.87909  0.91560
H  3.77717  3.05312  0.87826
H  4.06585  1.39090  0.36566
C  -0.94620  -4.48172  0.78081
N  -1.79372  -3.44807  1.33064
C  -2.38288  -3.57968  2.66186
C  -3.18634  -2.27619  2.81420
N  -3.09288  -1.69388  1.47444
C  -2.23607  -2.36672  0.69996
S  -1.86409  -1.96618  -0.92668
H  -0.13232  -4.68713  1.47722
H  -0.53899  -4.13631  -0.16592
H  -1.51421  -5.39945  0.61755
H  -1.59656  -3.68146  3.41042
H  -3.01660  -4.46737  2.70358
H  -2.75598  -1.61120  3.56334
H  -4.22708  -2.46492  3.07064
H  -3.20136  -0.70349  1.31828
C  -2.94072  1.04332  -2.72140
Si  -2.25904  1.73312  -1.12507
C  -1.61636  3.47643  -1.37385
C  -3.56674  1.77975  0.20232
H  -3.65442  1.74319  -3.16427
H  -3.45938  0.10069  -2.54334
H  -2.15672  0.85951  -3.45749
H  -2.08674  3.93222  -2.24860
H  -0.54230  3.52974  -1.51111
H  -1.86364  4.08538  -0.50264
H  -4.24138  2.61309  -0.01059
H  -3.12446  1.94749  1.18548
H  -4.16657  0.86725  0.23399

Force components x, y, z for each atom (eV/Å):
0.19 0.28 0.34
-0.06 0.05 0.06
-0.09 -0.15 0.04
0.03 -0.27 -0.06
0.12 0.24 -0.12
0.04 -0.01 0.33
0.03 -0.11 -0.27
-0.01 0.05 -0.09
0.03 -0.05 0.00
-0.02 0.00 0.02
0.02 -0.01 -0.01
0.01 0.01 0.01
-0.02 0.06 0.00
0.10 0.01 0.04
0.07 0.01 0.00
0.00 -0.01 -0.04
0.00 0.03 -0.01
0.09 0.08 -0.05
0.20 0.12 -0.11
0.03 0.00 0.00
0.00 -0.01 0.01
0.01 -0.04 -0.04
0.00 -0.01 0.01
0.00 0.00 0.00
0.00 0.01 0.01
-0.01 0.00 0.00
0.00 0.00 0.02
0.00 -0.02 0.02
0.01 0.00 0.00
-0.01 -0.01 -0.01
-0.03 0.03 -0.06
0.02 0.03 0.00
-0.01 -0.10 -0.14
-0.04 -0.01 0.02
0.01 -0.03 0.07
0.01 0.28 0.05
-0.05 -0.20 0.24
-0.03 -0.20 0.03
-0.34 -0.08 -0.03
0.02 0.07 0.05
-0.04 -0.02 0.03
0.06 -0.01 0.08
0.08 -0.04 -0.05
-0.17 -0.01 0.10
0.07 0.01 -0.03
0.02 -0.13 0.04
-0.01 0.02 -0.06
0.00 0.00 -0.01
-0.02 -0.08 -0.03
0.05 -0.02 0.05
0.01 -0.01 -0.02
0.01 0.04 -0.01
0.00 -0.01 -0.02
0.03 -0.11 0.01
-0.02 -0.01 -0.01
-0.04 -0.03 -0.03
0.01 0.05 0.01
-0.05 0.02 -0.01
-0.03 -0.02 0.00
0.03 0.03 -0.05
0.01 0.01 0.01
0.01 0.05 -0.03
-0.01 0.05 -0.02
0.04 0.01 0.01
0.00 0.01 0.02
0.02 0.01 0.03
0.02 0.01 0.01
0.03 0.00 0.01
-0.01 -0.01 -0.03
0.07 -0.03 0.01
0.00 0.02 0.03
0.00 0.01 0.03
-0.01 0.02 0.08
0.05 -0.09 -0.21
-0.24 0.24 0.14
0.01 0.00 0.00
-0.02 -0.02 0.04
0.00 -0.01 0.02
0.00 -0.01 0.00
-0.01 0.00 -0.02
0.04 0.01 -0.04
0.02 0.01 0.03
-0.05 -0.02 -0.06
-0.22 0.03 -0.09
0.30 -0.18 -0.29
-0.17 0.17 0.03
-0.10 -0.09 0.19
-0.01 -0.01 -0.03
0.00 -0.02 0.00
-0.01 0.03 -0.03
-0.02 0.01 0.00
0.05 0.03 -0.04
-0.01 0.03 0.01
-0.06 -0.03 -0.01
0.02 0.05 -0.07
-0.03 0.01 -0.04

## Properties
HOMO energy: -9.71 eV
DFT total energy: -4225.03485 Ha
charge: +1

***

(2)
DFT (the ωB97M-V functional and the def2-TZVPD basis) results for one molecule with the formula C20H21F3N2O3S.

Cartesian coordinates (Å):
C  -5.09356  -0.22651  -1.78916
N  -3.89162  -0.11945  -0.98564
C  -3.47430  -1.25853  -0.25818
C  -2.10707  -1.47419  -0.11548
C  -1.64195  -2.55884  0.60548
C  -2.53505  -3.44379  1.18556
C  -3.89576  -3.23978  1.03482
C  -4.36727  -2.15444  0.31842
S  -3.84476  1.28947  -0.04239
O  -4.44983  2.33041  -0.81764
O  -4.35290  1.03232  1.27478
C  -2.08787  1.61422  0.07474
C  -1.41674  2.04749  -1.05228
C  -0.06090  2.31325  -0.96994
C  0.61201  2.13156  0.23464
C  2.06193  2.50716  0.31997
O  2.42604  3.64577  0.10622
N  2.92407  1.52446  0.68843
C  4.34102  1.82050  0.77711
C  5.09330  1.18470  -0.39047
C  4.83491  -0.31962  -0.42255
C  3.32586  -0.57424  -0.48229
C  3.03369  -2.06479  -0.45046
F  1.71659  -2.32316  -0.51264
F  3.59788  -2.71760  -1.47478
F  3.47845  -2.65252  0.67055
C  2.62224  0.11734  0.70086
C  -0.08452  1.71647  1.36706
C  -1.44197  1.45814  1.28584
H  -6.00270  -0.33647  -1.19083
H  -5.17168  0.69386  -2.36353
H  -4.99056  -1.07760  -2.46111
H  -1.41250  -0.79864  -0.59006
H  -0.57882  -2.71901  0.69927
H  -2.17198  -4.29121  1.74705
H  -4.59836  -3.92696  1.48265
H  -5.42966  -1.99940  0.21871
H  -1.96673  2.18111  -1.96973
H  0.48305  2.66982  -1.83147
H  4.44963  2.90572  0.76257
H  4.71892  1.43011  1.72765
H  6.16049  1.37752  -0.28673
H  4.75336  1.63834  -1.32300
H  5.32390  -0.77293  -1.28641
H  5.24082  -0.78307  0.47994
H  2.91742  -0.18938  -1.42302
H  1.54437  -0.03989  0.63917
H  2.99060  -0.31823  1.63807
H  0.43373  1.61156  2.30871
H  -2.01523  1.13895  2.14150

Force components x, y, z for each atom (eV/Å):
-0.39 0.24 -0.24
0.20 1.03 0.43
0.47 -0.70 0.29
-0.06 -0.13 -0.09
0.04 -0.02 0.04
0.04 -0.02 0.04
-0.04 -0.07 0.00
-0.03 0.17 -0.08
0.15 -0.09 0.02
0.08 -0.02 -0.30
0.24 -0.12 -0.01
-0.51 -0.06 0.07
0.02 0.03 -0.09
0.02 -0.06 0.08
-0.28 0.15 0.04
-0.06 -0.12 0.10
-0.07 0.29 -0.18
0.16 -0.05 0.16
0.27 0.40 -0.18
-0.07 -0.15 0.27
-0.11 0.13 -0.26
0.07 -0.37 0.32
0.00 0.16 -0.13
-0.35 0.10 -0.03
0.16 0.02 -0.24
0.16 0.01 0.30
-0.20 -0.41 -0.26
0.03 0.08 -0.20
-0.13 0.00 0.11
-0.02 -0.05 -0.06
-0.15 -0.13 -0.11
0.04 0.02 0.05
0.05 0.03 -0.08
0.11 -0.02 0.01
0.03 -0.08 0.04
-0.06 -0.05 0.03
-0.12 0.03 0.00
0.01 0.04 -0.18
0.03 0.06 -0.08
0.02 -0.16 0.09
0.00 0.01 0.00
0.04 0.05 -0.04
0.02 0.07 -0.04
0.01 -0.04 0.06
0.02 -0.04 0.00
-0.02 -0.05 0.06
0.21 -0.02 0.07
-0.09 0.01 -0.06
0.05 -0.04 0.09
-0.01 -0.05 0.15

## Properties
HOMO energy: -9.04 eV
SMILES: CN(c1ccccc1)S(=O)(=O)c1ccc(C(=O)N2CCC[C@@H](C(F)(F)F)C2)cc1
DFT total energy: -1807.78055 Ha

***

(3)
DFT (the ωB97M-V functional and the def2-TZVPD basis) results for one molecule with the formula C16H23NO2.

Cartesian coordinates (Å):
C  -3.49530  -2.47306  0.35088
C  -2.23054  -3.27844  0.07495
C  -0.94741  -2.48336  0.31839
C  -0.71856  -1.39372  -0.72882
N  0.40223  -0.54417  -0.35952
C  0.24290  0.82932  -0.81846
C  -0.90236  1.48094  -0.12140
C  -1.11056  1.76599  1.19365
C  -2.40150  2.34538  1.27567
C  -2.89282  2.37372  0.00549
C  -4.18189  2.86676  -0.54868
O  -1.98597  1.84481  -0.84823
C  1.68497  -1.09967  -0.76118
C  2.80747  -0.41006  -0.06147
C  3.09955  -0.27838  1.26214
C  4.27928  0.50407  1.33297
C  4.62617  0.79552  0.04829
C  5.76092  1.56983  -0.52117
O  3.73124  0.24462  -0.80403
H  -3.48067  -2.08147  1.36551
H  -4.37547  -3.10216  0.23702
H  -3.58796  -1.63619  -0.33622
H  -2.24349  -3.63611  -0.95753
H  -2.22554  -4.15503  0.72700
H  -0.09993  -3.17160  0.31983
H  -0.98864  -2.00667  1.29871
H  -1.60714  -0.76437  -0.77491
H  -0.57631  -1.84851  -1.72409
H  0.07825  0.89112  -1.90866
H  1.16522  1.36425  -0.57563
H  -0.42784  1.58293  1.99697
H  -2.89524  2.69439  2.15976
H  -4.00653  3.66262  -1.27196
H  -4.80268  3.24819  0.25623
H  -4.71200  2.06240  -1.05780
H  1.85079  -1.02099  -1.85093
H  1.68742  -2.15777  -0.48809
H  2.54048  -0.68573  2.07840
H  4.79863  0.80581  2.21972
H  6.38424  1.94849  0.28309
H  5.39275  2.40758  -1.11254
H  6.36381  0.93874  -1.17335

Force components x, y, z for each atom (eV/Å):
0.13 -0.17 -0.10
0.08 0.10 0.14
-0.14 -0.08 -0.32
-0.01 -0.17 0.34
0.06 0.08 -0.07
-0.12 -0.02 -0.02
0.44 0.02 0.73
0.22 -0.16 -0.62
-0.30 0.05 -0.50
-0.33 0.24 0.74
0.32 -0.17 -0.18
-0.13 0.04 -0.35
0.06 0.11 -0.05
-0.24 -0.31 0.75
-0.24 -0.14 -0.62
0.23 0.18 -0.52
0.35 0.21 0.75
-0.31 -0.19 -0.18
0.11 0.06 -0.35
-0.04 0.08 0.12
-0.13 0.02 0.00
-0.08 0.13 -0.04
0.00 -0.12 -0.02
0.00 -0.06 -0.09
0.07 0.00 0.07
0.04 0.03 0.06
-0.02 -0.02 -0.07
-0.06 0.07 -0.01
0.08 0.03 0.05
-0.07 0.01 -0.11
0.22 -0.09 0.14
-0.18 0.10 0.14
-0.07 0.07 -0.04
-0.03 0.02 0.04
-0.10 -0.01 -0.02
-0.01 -0.10 0.06
0.02 0.05 -0.12
-0.20 -0.12 0.15
0.18 0.11 0.14
0.03 0.02 0.03
0.05 0.09 -0.03
0.10 0.01 -0.03

## Properties
HOMO energy: -8.00 eV
SMILES: CCCCN(Cc1ccc(C)o1)Cc1ccc(C)o1
DFT total energy: -828.67188 Ha

***

(4)
DFT (the ωB97M-V functional and the def2-TZVPD basis) results for a 2-piece molecular cluster, C5H15PSi overall.

Cartesian coordinates (Å):
C  0.95140  -1.67809  0.25677
C  0.51543  -0.44731  0.26204
Si  -1.22534  0.28183  -0.04837
C  -1.73793  1.23246  1.51052
C  -1.10571  1.35679  -1.67883
C  -2.59703  -1.03283  -0.38464
H  0.38734  -2.58631  0.11119
H  1.93711  -1.85175  0.52489
H  1.37217  0.23488  0.14224
H  -1.66936  0.61513  2.44716
H  -1.06379  2.00702  1.83770
H  -2.80216  1.37175  1.61290
H  -0.31756  2.10778  -1.39290
H  -0.70972  0.67097  -2.53211
H  -1.94002  1.90545  -2.05644
H  -2.60213  -1.73439  0.46505
H  -3.62008  -0.67393  -0.23065
H  -2.69070  -1.58631  -1.28221
P  5.32789  -0.10945  0.08123
H  4.45304  -0.58191  -0.81374
H  4.44521  -0.69993  0.94227
H  4.69193  1.19814  0.22593

Force components x, y, z for each atom (eV/Å):
-1.17 -1.39 0.26
-0.66 1.82 -1.49
-0.86 -0.29 -1.18
0.36 -1.87 1.31
2.30 -1.21 0.56
-0.22 0.38 2.22
-0.58 0.00 0.20
2.09 -0.40 -0.05
-0.49 0.39 0.84
0.47 -0.47 -0.93
-0.25 1.01 -0.45
-0.39 1.16 -0.63
-0.46 -0.54 -0.72
-0.51 1.22 1.50
-0.81 0.17 0.05
0.48 -0.30 -0.28
0.13 0.86 -0.17
0.62 -0.52 -1.04
1.09 1.45 0.79
-1.02 -0.28 -1.97
-0.38 -0.35 1.40
0.29 -0.83 -0.21

## Properties
HOMO energy: -9.86 eV
SMILES: C=C[Si](C)(C)C.P
DFT total energy: -830.27064 Ha

***

(5)
DFT (the ωB97M-V functional and the def2-TZVPD basis) results for C30H21CaClF9N4O6PS5Se2 as an isolated structure.

Cartesian coordinates (Å):
Ca  0.06930  -0.11228  0.23285
Se  1.10685  -0.15568  3.05990
P  2.98162  0.50289  2.22580
Se  3.27972  0.20394  0.12016
C  3.19529  2.26496  2.66207
C  3.08535  3.25757  1.69965
C  3.14640  4.59655  2.07023
C  3.33431  4.94243  3.39780
C  3.45060  3.94847  4.36477
C  3.36903  2.61615  4.00078
C  4.37493  -0.29235  3.10767
C  4.19434  -1.48485  3.79461
C  5.27612  -2.10889  4.40351
C  6.53901  -1.54088  4.33311
C  6.72300  -0.34720  3.64492
C  5.64658  0.27142  3.03071
H  2.92682  2.97610  0.66537
H  3.01838  5.36544  1.31917
H  3.36796  5.98612  3.68582
H  3.58330  4.21619  5.40612
H  3.42392  1.84018  4.75573
H  3.20198  -1.91651  3.84271
H  5.12820  -3.04272  4.93185
H  7.38163  -2.02764  4.80978
H  7.70851  0.09871  3.58347
H  5.78908  1.19551  2.48252
F  -1.70603  4.70692  -1.84067
C  -1.43795  3.40356  -1.74678
F  -2.57850  2.72133  -1.74379
F  -0.73614  3.05047  -2.83389
S  -0.43969  3.00479  -0.20073
O  -1.28108  2.10905  0.56205
O  0.75875  2.37979  -0.71377
N  -0.08307  4.36441  0.46265
S  -1.03402  5.12490  1.48656
O  -2.43228  5.02116  1.18272
O  -0.46213  6.41437  1.73654
C  -0.83164  4.19765  3.10282
F  0.34324  3.58829  3.17617
F  -0.91395  5.07889  4.11128
F  -1.80012  3.30501  3.26156
F  -1.16070  0.40262  -7.04449
C  -0.47742  -0.60849  -6.45347
F  0.73669  -0.65302  -7.04379
F  -1.11952  -1.75015  -6.77779
C  -0.38610  -0.41648  -4.96599
C  0.79756  -0.00718  -4.37530
C  0.80892  0.16876  -3.00294
N  -0.26344  -0.03697  -2.24169
C  -1.40247  -0.42275  -2.81592
C  -1.50697  -0.62676  -4.18306
H  1.69132  0.16183  -4.95748
H  1.70971  0.48319  -2.48805
H  -2.24801  -0.55866  -2.14928
H  -2.44185  -0.95931  -4.61321
S  -3.67497  -5.95592  0.80707
C  -2.46496  -4.99247  0.16580
S  -1.06461  -4.46316  1.02382
C  -0.47776  -3.58648  -0.38421
N  -1.30646  -3.64806  -1.38075
N  -2.40249  -4.43786  -1.05770
C  -3.39692  -4.57881  -2.06572
C  -3.75133  -5.83649  -2.52725
C  -4.70050  -5.94939  -3.53130
C  -5.28985  -4.81397  -4.07122
C  -4.93354  -3.56072  -3.59136
C  -3.98821  -3.43811  -2.58437
S  1.03813  -2.77887  -0.31718
H  -3.29401  -6.71313  -2.09042
H  -4.97865  -6.93197  -3.89257
H  -6.03085  -4.90644  -4.85594
H  -5.40281  -2.66813  -3.98693
H  -3.73595  -2.46960  -2.17203
Cl  -3.20170  -0.17339  3.13363
C  -4.06534  -0.34062  1.58050
C  -3.17534  -0.61867  0.36183
O  -3.74382  -0.48193  -0.73127
O  -1.98045  -0.97244  0.56056
H  -4.61403  0.58008  1.40616
H  -4.76890  -1.16431  1.67952

Force components x, y, z for each atom (eV/Å):
0.10 -0.29 0.24
0.01 0.08 -0.03
0.01 0.03 0.00
-0.07 -0.05 0.02
0.00 -0.02 0.03
0.02 0.00 -0.03
0.00 -0.02 -0.01
0.00 0.00 0.00
0.00 0.01 0.00
0.01 0.00 -0.02
-0.02 0.00 0.00
0.00 0.01 -0.01
0.00 0.00 0.00
0.00 -0.01 0.00
0.01 0.00 0.00
0.00 0.01 -0.01
0.00 0.01 0.01
-0.01 0.00 0.00
0.00 0.00 0.00
0.00 0.00 0.00
0.00 0.00 0.01
-0.01 0.00 0.01
0.00 0.00 0.00
0.00 0.00 0.00
0.00 0.00 0.00
0.00 0.00 0.00
-0.03 -0.11 0.04
0.05 -0.04 -0.05
0.11 0.12 -0.03
-0.14 0.07 0.11
0.24 -0.16 -0.02
-0.07 -0.07 0.02
-0.12 0.13 0.02
-0.02 0.01 -0.01
-0.08 0.01 0.03
0.02 0.01 -0.03
0.05 -0.03 0.02
-0.10 -0.02 -0.05
-0.02 0.01 -0.02
0.00 0.05 0.00
0.06 0.00 -0.04
0.12 -0.21 0.05
0.01 -0.02 -0.04
-0.25 0.00 0.04
0.11 0.23 -0.01
-0.02 -0.02 -0.05
0.03 0.01 0.01
0.01 -0.02 -0.03
0.03 0.07 -0.05
0.01 -0.02 0.02
0.02 -0.02 -0.04
0.00 0.00 0.00
0.00 0.01 0.00
-0.07 -0.06 0.00
0.00 0.01 0.01
-0.02 -0.06 -0.03
-0.07 0.17 0.09
0.12 -0.10 -0.04
-0.13 0.09 0.07
0.04 -0.09 -0.06
0.08 -0.03 0.05
-0.03 0.02 -0.06
0.02 -0.02 -0.02
0.00 -0.02 -0.01
0.02 0.01 0.03
-0.03 -0.01 -0.02
-0.04 0.07 0.04
-0.09 0.10 -0.07
0.01 0.02 0.00
-0.01 0.00 -0.01
0.00 0.00 0.00
0.00 -0.02 -0.01
0.07 0.06 0.04
-0.01 -0.02 -0.02
0.01 -0.01 -0.05
0.08 0.07 0.01
-0.08 -0.12 0.07
0.06 0.17 -0.13
0.02 -0.01 -0.01
-0.01 -0.01 0.02

## Properties
HOMO energy: -2.96 eV
DFT total energy: -10998.44301 Ha
charge: -2